C25H28N6PRbSTe as an isolated structure, computed with wB97M-V/def2-TZVPD.

Energy relative to the best compared isomer or geometry (same formula, charge and spin) (kcal per mole): 4.1
Orbital gap (eV): 7.589
Maximum force (hartree/bohr): 0.0189
HOMO level (eV): -7.82
E_LUMO (eV): -0.23

Each line ends with the Mulliken charge.
CARTESIAN COORDINATES (ANGSTROEM)
Rb: -0.63281 -0.21292 -0.76001  0.660
N: 2.84898 -0.23342 -0.20906  -0.207
C: 3.61114 -1.42204 -0.19471  0.584
C: 4.99151 -1.35294 -0.40116  -0.643
C: 5.75792 -2.50308 -0.42938  -0.608
C: 5.16740 -3.74880 -0.23574  -0.870
C: 3.79972 -3.81429 -0.04017  0.083
C: 3.00120 -2.66971 -0.03547  0.160
P: 1.17371 -2.77563 0.07976  -0.007
C: 0.79433 -3.84323 -1.35496  0.500
C: 1.57059 -3.81722 -2.51471  -0.498
C: 1.17684 -4.53698 -3.63709  -0.661
C: 0.01226 -5.29294 -3.60971  -0.482
C: -0.76643 -5.32584 -2.45892  -0.733
C: -0.37933 -4.59511 -1.34408  -0.849
C: 0.92204 -3.84602 1.54553  0.628
C: 0.95946 -5.23852 1.52584  0.048
C: 0.79963 -5.96420 2.69893  -0.855
C: 0.60499 -5.30658 3.90681  -0.449
C: 0.55501 -3.91970 3.93746  -0.654
C: 0.69924 -3.19768 2.75977  -0.447
H: 3.41267 0.60069 -0.26931  0.214
H: 2.19973 -0.15058 0.55820  0.154
H: 5.46020 -0.38222 -0.52844  0.363
H: 6.82711 -2.42649 -0.58935  0.374
H: 5.76418 -4.65168 -0.24462  0.422
H: 3.32777 -4.78233 0.09068  0.281
H: 2.48876 -3.24329 -2.54220  0.399
H: 1.78943 -4.51283 -4.53018  0.408
H: -0.28564 -5.86223 -4.48202  0.395
H: -1.67316 -5.91518 -2.40356  0.524
H: -0.98879 -4.64710 -0.45042  0.524
H: 1.09165 -5.76551 0.58763  0.428
H: 0.81879 -7.04650 2.66606  0.393
H: 0.47431 -5.87526 4.81928  0.385
H: 0.38359 -3.40062 4.87241  0.403
H: 0.62743 -2.11611 2.78359  0.317
S: 1.21185 2.76845 -0.18616  -0.337
C: -0.22396 3.64318 -0.09838  -0.128
N: -0.95626 4.06484 -1.14186  -0.088
C: -2.19393 4.74117 -0.75990  -0.142
C: -1.99898 4.91877 0.76228  -0.364
N: -0.82709 4.08323 1.01808  -0.095
H: -0.70907 3.80095 -2.07730  0.213
H: -3.05917 4.12336 -0.98444  0.030
H: -2.29491 5.69616 -1.26805  0.309
H: -2.86219 4.56994 1.31962  0.197
H: -1.80928 5.95627 1.03351  0.283
H: -0.41549 3.92122 1.91876  0.179
C: -5.35092 2.71744 -0.16414  -1.089
Te: -4.15274 0.94111 -0.09975  0.214
C: -3.69650 1.17385 1.96183  -0.899
H: -6.25540 2.55721 0.41861  0.357
H: -5.62693 2.91366 -1.20133  0.332
H: -4.81377 3.57647 0.23262  0.166
H: -3.42985 2.21285 2.14845  0.225
H: -2.86263 0.51549 2.19218  0.266
H: -4.55820 0.89076 2.56217  0.387
N: -3.45068 -5.81625 -0.21601  -0.624
C: -3.58011 -4.70436 0.09898  0.629
N: -3.82400 -3.46949 0.48029  -0.786
C: -3.06382 -2.44038 0.51543  0.440
N: -2.50366 -1.40742 0.58658  -0.361

A 3-piece molecular cluster, CH7NO3 overall, computed with wB97M-V/def2-TZVPD.

SMILES string: NC=O.O.O
Energy relative to the best compared isomer or geometry (same formula, charge and spin) (kcal per mole): 0.8
Orbital gap (eV): 11.369
Maximum force (hartree/bohr): 0.0187
HOMO level (eV): -10.61
E_LUMO (eV): 0.76

Each line ends with the Mulliken charge.
CARTESIAN COORDINATES (ANGSTROEM)
C: 0.55473 -1.01283 -1.18309  0.131
N: -0.70874 -0.70051 -1.56925  -0.340
O: 1.38923 -0.23536 -0.75342  -0.658
H: 0.73546 -2.09063 -1.25478  0.355
H: -1.11559 0.23037 -1.57422  0.257
H: -1.40376 -1.40839 -1.40576  0.230
H: -1.56457 0.53511 1.47976  0.329
H: -1.04015 1.75371 0.90131  0.322
O: -1.87943 1.27573 0.94132  -0.657
H: 1.30637 0.01818 1.07969  0.376
H: 1.30502 1.04321 2.26325  0.309
O: 0.91512 0.22177 1.94296  -0.653

An isolated ion of composition C4H8N3S and charge +1 at a distorted geometry, computed with wB97M-V/def2-TZVPD.

SMILES string: [NH3+]C1(S)N=CCC=N1
Energy relative to the best compared isomer or geometry (same formula, charge and spin) (kcal per mole): 64.7
Net charge: +1
Orbital gap (eV): 10.161
Maximum force (hartree/bohr): 0.1106
HOMO level (eV): -13.85
E_LUMO (eV): -3.69

Each line ends with the Mulliken charge.
CARTESIAN COORDINATES (ANGSTROEM)
C: -1.63253 0.52441 -0.04871  0.019
C: 0.49228 1.18339 -1.23612  -0.121
C: -0.76146 1.67922 -0.45626  -0.595
C: 0.32573 -0.64099 0.45287  0.341
N: -1.04417 -0.57070 0.31933  -0.565
N: 1.05629 0.10839 -0.92039  -0.608
N: 0.87277 -2.01802 0.10410  -0.154
S: 1.14962 0.12050 1.86816  -0.127
H: -2.75562 0.41954 -0.13380  0.407
H: 0.86782 1.67177 -2.06699  0.498
H: -1.31707 2.58494 -0.82404  0.385
H: -0.21638 2.03602 0.52147  0.251
H: 0.59121 -2.69437 0.79608  0.329
H: 1.86073 -2.10438 -0.08460  0.334
H: 0.39036 -2.03823 -0.78198  0.413
H: 0.12042 -0.26149 2.49089  0.194

C31H22BrCl2F5N6O3TeV as an isolated structure at a distorted geometry, computed with wB97M-V/def2-TZVPD.

Expectation value of S²: 3.81
Energy relative to the best compared isomer or geometry (same formula, charge and spin) (kcal per mole): 100.4
Net charge: -2
Spin multiplicity: 4
Orbital gap (spin up / spin down) (eV): 6.300 / 6.108
Maximum force (hartree/bohr): 0.0337
HOMO level (spin up / spin down) (eV): -2.12 / -2.72
E_LUMO (spin up / spin down) (eV): 4.18 / 3.39

Each line ends with the Mulliken charge.
CARTESIAN COORDINATES (ANGSTROEM)
V: -0.49344 -0.47772 -0.38216  -1.274
Cl: -5.78749 3.57997 0.19883  -0.266
C: -4.58526 2.47241 -0.43192  -0.188
C: -3.32543 2.52337 0.06748  -0.867
C: -2.31321 1.61106 -0.40270  0.959
N: -1.06271 1.50314 0.05622  0.530
C: -0.55008 2.48207 1.16105  1.409
O: -1.27360 3.52369 1.37331  -1.042
C: 0.89367 2.90761 0.74013  -0.765
C: 1.32315 4.17738 1.14624  -0.934
C: 2.62157 4.55618 0.87229  -0.507
C: 3.45550 3.68308 0.17588  -0.964
C: 2.93381 2.45833 -0.19880  -0.030
N: 1.69247 2.07384 0.09329  0.559
C: -2.71136 0.68994 -1.47988  -0.261
C: -4.00803 0.69427 -1.98116  -1.271
C: -4.93771 1.56205 -1.45747  0.286
Cl: -6.55404 1.52291 -2.09389  -0.257
N: -1.74277 -0.21425 -1.84654  0.952
C: -1.70043 -0.95378 -2.97665  -0.005
O: -2.33763 -0.79475 -4.00821  -0.758
C: -0.69710 -2.10401 -2.82869  0.385
C: -0.31749 -2.87382 -3.90632  -0.611
C: 0.56784 -3.92223 -3.68804  -0.358
C: 0.98926 -4.18237 -2.39911  -0.940
C: 0.56274 -3.34716 -1.37409  -0.394
N: -0.22214 -2.30123 -1.59597  0.379
H: -3.04519 3.21363 0.84678  0.795
H: 0.61772 4.80909 1.66648  0.460
H: 2.98864 5.52558 1.19372  0.367
H: 4.47839 3.94509 -0.06651  0.401
H: 3.53089 1.73887 -0.75665  0.206
H: -4.27820 0.00664 -2.76722  0.509
H: -0.71385 -2.62458 -4.88121  0.478
H: 0.91365 -4.53311 -4.51361  0.400
H: 1.64630 -5.01156 -2.17396  0.414
H: 0.84069 -3.51942 -0.34081  0.699
Br: 1.60772 -1.24126 1.40866  0.118
C: 2.82331 -1.52246 -0.01280  0.473
C: 3.92606 -2.27932 0.24205  -0.579
C: 4.88522 -2.46507 -0.78473  -0.732
C: 4.71889 -1.85923 -1.99275  -0.893
C: 3.57434 -1.06152 -2.26525  1.071
C: 3.42630 -0.39265 -3.50753  -1.023
C: 2.32213 0.38291 -3.71530  -1.201
C: 1.29699 0.46610 -2.74410  -0.087
C: 1.33617 -0.19009 -1.52845  0.529
C: 2.55798 -0.90998 -1.28146  0.999
H: 4.06318 -2.72340 1.21919  0.441
H: 5.76277 -3.07111 -0.58968  0.358
H: 5.47037 -1.96659 -2.76902  0.362
H: 4.19610 -0.49915 -4.26507  0.303
H: 2.20972 0.91669 -4.65456  0.356
H: 0.42697 1.06845 -2.99481  0.419
C: 0.35625 2.46748 5.77639  -0.931
N: -0.13601 2.71804 4.42743  0.219
C: -1.39322 3.46669 4.41991  -0.958
C: 0.06675 1.73184 3.49427  0.185
N: -0.19100 1.52151 2.29110  0.323
H: 0.13720 3.35523 6.36977  0.317
H: 1.43116 2.30020 5.77649  0.276
H: -0.13969 1.60082 6.22344  0.297
H: -1.21524 4.44676 4.86937  0.375
H: -2.14792 2.92187 5.00066  0.302
H: -1.73135 3.58777 3.39581  0.236
F: -1.87014 -0.06408 4.48514  -0.672
Te: -1.32200 -1.03462 2.67083  1.264
F: -2.82691 -2.01561 3.18442  -0.420
F: 0.84655 0.76361 4.07430  -0.375
F: -2.73260 0.17896 2.14339  -0.475
F: -0.69889 -3.00091 2.69203  -0.616
O: -1.47712 -1.43638 0.75437  -0.761